47
Properties=species:S:1:pos:R:3:nbo_charge:R:1 method="wB97M-V/def2-TZVPD" charge=+4 e_tot_ev=-49477.2824 mol_weight_g_mol=458.46
Mo -0.24256 0.00818 0.17273 1.34
O 0.17656 -1.89268 0.50258 -0.66
C -0.60181 -3.06622 -0.14660 -0.06
C -2.07392 -2.86763 0.10614 -0.46
C -2.55701 -1.47735 -0.31140 -0.35
C -2.17273 -1.09972 -1.72095 0.22
C -2.89232 -1.43620 -2.83846 -0.21
C -2.37328 -1.09198 -4.10117 -0.02
C -1.16154 -0.42848 -4.19071 -0.21
C -0.49599 -0.10496 -3.03218 0.08
N -0.99528 -0.43860 -1.79740 -0.58
H 0.77684 -2.22368 1.19663 0.56
H -0.19251 -3.96584 0.30708 0.27
H -0.31464 -3.01673 -1.19283 0.23
H -2.33482 -3.06780 1.14641 0.27
H -2.59124 -3.62085 -0.49768 0.30
H -2.15308 -0.71583 0.44088 0.15
H -3.62579 -1.34709 -0.13619 0.32
H -3.83994 -1.95279 -2.75255 0.28
H -2.91944 -1.34524 -5.00166 0.29
H -0.74288 -0.16634 -5.15191 0.29
H 0.45469 0.40807 -3.05368 0.22
S 2.04556 3.23212 -1.86318 0.78
C 3.06943 1.85613 -1.74993 -0.37
C 2.44843 0.84305 -1.11471 -0.04
N 1.15648 1.17307 -0.70289 -0.54
C 0.82907 2.43336 -1.05484 -0.18
H 4.07448 1.86929 -2.15111 0.33
H 2.86360 -0.13023 -0.89717 0.27
H -0.12661 2.87324 -0.83053 0.26
C -1.46302 4.51370 4.93577 -0.70
C -1.42202 3.77712 3.65620 0.40
C -1.96834 4.22856 2.46244 -0.26
C -1.87307 3.48161 1.29543 0.36
N -1.20125 2.28345 1.31262 -0.51
C -0.70112 1.88624 2.45677 0.33
S 0.04065 0.29569 2.41729 0.25
N -0.79744 2.56616 3.60632 -0.48
C -2.51501 3.93194 0.03553 -0.68
H -2.37471 5.10660 5.00568 0.30
H -0.61861 5.21384 4.97251 0.31
H -1.39487 3.85329 5.80086 0.27
H -2.48985 5.17766 2.45325 0.30
H -0.39796 2.18852 4.46623 0.48
H -3.57034 3.63702 0.04810 0.30
H -2.05958 3.48816 -0.84618 0.22
H -2.49263 5.01780 -0.05233 0.29